# 1
ORCA calculation (ωB97M-V/def2-TZVPD) on a structure of composition C17H18AuN3O3.

ΔE to the lowest compared entry with this formula, charge and spin: 0.000 eV
Kohn-Sham gap: 0.2568 Eh
HOMO energy: -7.384 eV

Geometry as XYZ:
```
42
C17H18AuN3O3 | the Open Molecules 2025 dataset | ωB97M-V/def2-TZVPD
Au 1.782 0.044 -0.241
C -1.804 -3.396 0.365
C -0.653 -2.595 0.395
N -0.676 -1.281 0.404
C -1.869 -0.656 0.380
C -3.083 -1.370 0.341
C -3.022 -2.773 0.337
C -4.337 -0.676 0.301
C -4.377 0.670 0.293
C -3.165 1.434 0.332
C -3.181 2.839 0.327
C -2.001 3.529 0.379
C -0.808 2.794 0.440
N -0.758 1.482 0.443
C -1.912 0.792 0.385
H -1.712 -4.473 0.362
H 0.330 -3.058 0.404
H -3.943 -3.342 0.312
H -5.247 -1.263 0.278
H -5.320 1.202 0.262
H -4.132 3.356 0.287
H -1.972 4.610 0.379
H 0.147 3.311 0.484
N 1.982 0.035 1.874
C 3.311 0.368 2.456
C 4.537 -0.272 1.726
O 5.547 -0.345 2.427
O 4.359 -0.595 0.524
H 1.265 0.641 2.258
H 1.734 -0.913 2.139
H 3.354 0.076 3.505
H 3.429 1.451 2.398
C 3.842 -1.025 -2.448
O 2.598 -0.471 -2.978
C 1.756 0.098 -2.192
C 0.625 0.689 -2.962
H 4.603 -0.260 -2.574
H 4.057 -1.887 -3.071
H 3.747 -1.264 -1.393
H 0.758 0.619 -4.042
H 0.483 1.724 -2.648
H -0.275 0.154 -2.646
```

# 2
ORCA calculation (ωB97M-V/def2-TZVPD) on a structure of composition C12H36BF4O6S6Y at a distorted geometry.

ΔE to the lowest compared entry with this formula, charge and spin: 0.983 eV
charge: +2
Kohn-Sham gap: 0.1979 Eh
HOMO energy: -12.282 eV

Geometry as XYZ:
```
66
C12H36BF4O6S6Y | the Open Molecules 2025 dataset | ωB97M-V/def2-TZVPD
Y -2.206 0.379 1.722
B 0.260 0.196 -0.938
F 0.601 -1.168 -1.086
F 1.338 0.848 -0.337
F -0.057 0.755 -2.167
F -0.863 0.206 -0.057
C -3.365 -4.255 1.391
S -2.934 -2.987 0.144
O -2.488 -1.718 0.868
C -1.462 -3.839 -0.458
H -2.472 -4.643 1.882
H -3.867 -5.092 0.906
H -4.001 -3.876 2.190
H -0.859 -3.193 -1.104
H -1.723 -4.670 -1.117
H -0.779 -4.200 0.309
C 0.063 -2.549 4.872
S -0.603 -2.249 3.184
O -0.852 -0.759 2.953
C 0.863 -2.522 2.169
H 0.415 -3.579 4.868
H -0.643 -2.249 5.638
H 0.955 -1.923 4.951
H 1.369 -3.438 2.458
H 1.532 -1.662 2.216
H 0.376 -2.470 1.194
C -0.790 3.581 -1.692
S -1.924 3.744 -0.301
O -1.931 2.393 0.438
C -1.001 4.851 0.757
H -1.255 3.073 -2.531
H 0.170 3.160 -1.397
H -0.536 4.603 -1.989
H -0.010 4.418 0.903
H -1.495 5.201 1.655
H -0.823 5.690 0.074
C -5.750 1.500 -1.125
S -4.017 0.950 -1.428
O -3.488 0.364 -0.128
C -4.354 -0.454 -2.505
H -5.771 1.621 -0.042
H -6.544 0.790 -1.344
H -5.791 2.409 -1.718
H -5.365 -0.401 -2.912
H -4.269 -1.383 -1.948
H -3.746 -0.394 -3.407
C 6.584 -1.784 0.638
S 5.027 -1.338 -0.128
O 4.242 -2.622 -0.071
C 4.240 -0.290 1.119
H 6.530 -2.197 1.651
H 7.194 -0.913 0.915
H 7.166 -2.447 0.006
H 3.232 0.072 0.927
H 4.950 0.518 1.310
H 4.108 -0.850 2.050
C 2.221 2.296 -3.754
S 3.275 3.519 -2.865
O 2.387 4.685 -2.522
C 3.287 2.656 -1.222
H 1.948 2.623 -4.750
H 1.329 2.251 -3.120
H 2.579 1.272 -3.643
H 2.536 3.122 -0.585
H 4.211 2.773 -0.657
H 3.044 1.597 -1.312
```

# 3
ORCA calculation (ωB97M-V/def2-TZVPD) on a structure of composition C31H25Cl5N2O4PRuS.

multiplicity: 2
ΔE to the lowest compared entry with this formula, charge and spin: 3.452 eV
Kohn-Sham gap (alpha / beta): 0.2352 / 0.2535 Eh
HOMO energy (alpha / beta): -7.804 / -7.932 eV

Geometry as XYZ:
```
70
C31H25Cl5N2O4PRuS | the Open Molecules 2025 dataset | ωB97M-V/def2-TZVPD
Ru -0.627 -0.372 1.529
C -0.034 -1.545 4.298
C 1.361 -1.585 4.224
C 1.699 -2.024 2.949
C 0.506 -2.287 2.208
C -0.592 -2.018 3.067
H -0.616 -1.238 5.153
H 2.045 -1.286 5.002
H 2.703 -2.139 2.564
H 0.469 -2.921 1.346
H -1.593 -2.406 2.965
O -1.685 -2.976 0.267
S -2.867 -2.141 0.354
O -4.123 -2.753 0.671
O -2.600 -0.980 1.274
C -3.023 -1.423 -1.266
C -4.257 -1.488 -1.891
C -4.422 -0.941 -3.155
C -3.348 -0.336 -3.787
C -2.114 -0.270 -3.156
C -1.931 -0.810 -1.887
P -0.301 -0.718 -1.043
C 0.489 -2.166 -1.894
C 0.751 -3.380 -1.275
C 1.273 -4.451 -1.992
C 1.523 -4.333 -3.347
C 1.239 -3.133 -3.987
C 0.729 -2.066 -3.270
C 0.582 0.662 -1.885
C 1.934 0.508 -2.213
C 2.664 1.563 -2.739
C 2.063 2.799 -2.936
C 0.727 2.969 -2.603
C -0.007 1.912 -2.084
H -5.074 -1.968 -1.372
H -5.388 -0.989 -3.641
H -3.466 0.094 -4.773
H -1.296 0.228 -3.659
H 0.506 -3.531 -0.243
H 1.466 -5.384 -1.480
H 1.924 -5.169 -3.905
H 1.410 -3.025 -5.051
H 0.522 -1.146 -3.798
H 2.429 -0.438 -2.042
H 3.706 1.416 -2.990
H 2.631 3.622 -3.349
H 0.244 3.927 -2.747
H -1.049 2.068 -1.838
C 2.989 1.457 4.170
N 3.148 1.659 2.743
C 2.235 1.299 1.816
N 2.511 1.669 0.536
O 1.219 0.663 2.109
H 3.843 0.916 4.577
H 2.089 0.875 4.328
H 2.884 2.412 4.687
H 3.943 2.186 2.426
H 3.159 2.418 0.360
H 1.745 1.597 -0.114
Cl -0.509 1.508 4.426
C -0.977 2.346 2.985
C -1.348 1.618 1.846
C -2.004 2.394 0.886
Cl -2.918 1.613 -0.361
C -2.037 3.790 0.904
Cl -2.735 4.673 -0.403
C -1.495 4.475 1.982
Cl -1.469 6.194 2.008
C -1.011 3.738 3.058
Cl -0.444 4.567 4.459
```

Looking at energy for the records above, in order, we have -1184.25666 -3781.66683 -4742.13345 Ha.